(1)
Entry from the OMol25 dataset: a 2-piece molecular cluster, C10H21P overall (ωB97M-V/def2-TZVPD).

Cartesian coordinates (Å):
C (2.55, 1.00, -0.15)
C (1.86, 1.58, 1.06)
C (1.60, -0.05, -0.69)
C (0.23, 0.46, -0.40)
C (1.85, -0.34, -2.22)
C (-1.31, -3.09, -0.46)
C (-2.26, 0.00, 1.95)
C (-0.16, 3.20, -0.39)
C (-2.18, -2.05, 0.21)
C (-1.60, -1.21, 1.32)
P (-0.01, 1.72, 0.76)
H (2.77, 1.84, -0.76)
H (3.47, 0.50, 0.05)
H (1.71, 0.82, 1.85)
H (2.31, 2.49, 1.62)
H (1.74, -1.08, -0.31)
H (-0.67, -0.03, -0.85)
H (1.98, 0.51, -2.84)
H (0.91, -0.88, -2.60)
H (2.65, -1.08, -2.56)
H (-0.31, -2.73, -0.89)
H (-1.94, -3.74, -1.13)
H (-0.96, -3.73, 0.38)
H (-3.35, -0.07, 2.09)
H (-2.02, 0.80, 1.21)
H (-1.94, 0.13, 3.07)
H (0.88, 3.52, -0.50)
H (-0.61, 4.09, 0.15)
H (-0.73, 3.20, -1.19)
H (-2.81, -1.51, -0.48)
H (-2.88, -2.70, 0.78)
H (-0.77, -1.57, 1.91)

**HOMO energy (alpha / beta)**: -0.26501 / -0.26361 hartree
**Calculated total energy**: -734.7700 Ha

(2)
Entry from the OMol25 dataset: a 9-piece molecular cluster, H18O9 overall (ωB97M-V/def2-TZVPD).

Cartesian coordinates (Å):
O (-2.33, -4.34, 0.92)
H (-2.12, -3.62, 1.43)
H (-1.91, -4.06, 0.04)
O (-1.28, -1.21, 2.39)
H (-0.45, -1.05, 1.97)
H (-1.03, -1.15, 3.37)
O (2.44, -0.63, 0.25)
H (3.08, 0.02, 0.33)
H (2.17, -0.49, -0.69)
O (1.55, -0.64, -3.53)
H (1.01, -0.09, -4.04)
H (1.32, -1.49, -3.91)
O (-2.10, -1.15, 0.08)
H (-2.27, -0.30, -0.22)
H (-2.21, -1.37, 0.95)
O (-1.65, -0.46, -4.07)
H (-2.01, -1.16, -3.52)
H (-1.83, 0.31, -3.70)
O (0.99, 0.04, 2.46)
H (1.11, 1.06, 2.77)
H (1.66, -0.12, 1.79)
O (-0.51, 3.97, 0.31)
H (-1.27, 4.43, 0.02)
H (-0.56, 3.89, 1.23)
O (2.79, 3.14, 1.50)
H (3.24, 2.65, 0.85)
H (2.19, 3.83, 1.04)

**Structure (SMILES)**: O.O.O.O.O.O.O.O.O
**HOMO energy**: -0.39686 hartree
**Calculated total energy**: -687.8822 Ha

(3)
Entry from the OMol25 dataset: one molecule with the formula C6H11N (ωB97M-V/def2-TZVPD).

Cartesian coordinates (Å):
C (-1.03, 1.45, -0.10)
C (-1.12, 0.10, 0.62)
C (0.22, -0.63, 0.74)
C (0.97, -0.44, 1.83)
C (0.22, -1.64, -1.55)
C (0.86, -1.14, -0.49)
N (0.30, 1.87, -0.62)
H (-1.37, 2.31, 0.48)
H (-1.61, 1.39, -1.01)
H (-1.51, 0.15, 1.63)
H (-1.72, -0.57, 0.01)
H (0.51, 0.06, 2.67)
H (2.03, -0.63, 1.80)
H (0.76, -2.19, -2.30)
H (-0.85, -1.83, -1.54)
H (1.93, -1.25, -0.39)
H (0.36, 1.64, -1.60)
H (1.07, 1.37, -0.19)

**Structure (SMILES)**: C=CC(=C)CCN
**HOMO energy**: -0.32345 hartree
**Calculated total energy**: -289.9003 Ha

(4)
Entry from the OMol25 dataset: C4H8N4 as an isolated structure (ωB97M-V/def2-TZVPD).

Cartesian coordinates (Å):
C (-1.20, 0.40, -0.23)
C (-0.70, 1.65, 0.05)
C (0.75, 1.62, -0.13)
C (0.94, 0.28, -0.05)
H (-1.96, -1.54, 0.88)
H (-3.38, 0.62, 0.25)
H (-1.19, 2.54, 0.02)
H (1.25, 2.58, 0.12)
H (3.21, 0.27, -0.33)
H (1.97, -1.22, 0.90)
H (-0.54, -2.22, -1.22)
H (1.27, -1.85, 0.38)
N (-2.27, -0.45, -0.20)
N (2.14, -0.48, -0.20)
N (-0.15, -0.42, -0.32)
N (-0.16, -1.79, 0.08)

**HOMO energy**: -0.26242 hartree
**Calculated total energy**: -375.7134 Ha

(5)
Entry from the OMol25 dataset: a 15-piece molecular cluster, C45H120O15 overall (ωB97M-V/def2-TZVPD).

Cartesian coordinates (Å):
C (2.38, -1.61, 4.02)
C (2.61, -0.10, 3.71)
C (3.77, 0.20, 2.74)
O (1.41, 0.44, 3.09)
H (3.31, -1.98, 4.53)
H (2.18, -2.14, 3.11)
H (1.58, -1.63, 4.75)
H (2.78, 0.38, 4.69)
H (4.69, -0.26, 3.12)
H (3.83, 1.24, 2.49)
H (3.58, -0.38, 1.82)
H (0.82, 0.61, 3.86)
C (-2.77, 0.34, -4.49)
C (-3.30, 0.51, -3.10)
C (-2.99, 1.96, -2.73)
O (-4.74, 0.31, -3.07)
H (-3.21, 1.17, -5.06)
H (-2.94, -0.63, -4.93)
H (-1.74, 0.48, -4.42)
H (-2.72, -0.16, -2.37)
H (-3.25, 2.60, -3.57)
H (-1.94, 2.10, -2.61)
H (-3.53, 2.24, -1.86)
H (-4.95, -0.51, -3.48)
C (3.29, 4.12, 2.00)
C (2.70, 4.55, 3.30)
C (2.64, 3.42, 4.32)
O (3.48, 5.58, 3.92)
H (4.31, 3.75, 2.12)
H (3.38, 4.91, 1.30)
H (2.73, 3.29, 1.56)
H (1.69, 5.00, 3.24)
H (1.90, 2.68, 4.19)
H (2.57, 3.85, 5.33)
H (3.62, 2.89, 4.23)
H (4.45, 5.34, 3.83)
C (6.36, 1.44, -1.40)
C (4.90, 1.31, -1.09)
C (4.10, 2.61, -1.42)
O (4.34, 0.29, -1.94)
H (6.43, 1.62, -2.49)
H (6.78, 0.50, -1.13)
H (6.80, 2.32, -0.97)
H (4.68, 1.06, -0.09)
H (4.40, 3.48, -0.79)
H (3.02, 2.40, -1.45)
H (4.37, 2.85, -2.47)
H (4.98, -0.45, -1.92)
C (3.93, -2.62, -3.79)
C (5.08, -3.18, -2.96)
C (5.95, -4.20, -3.72)
O (5.86, -2.07, -2.60)
H (4.21, -2.23, -4.75)
H (3.49, -1.77, -3.32)
H (3.13, -3.37, -3.91)
H (4.69, -3.59, -2.00)
H (5.42, -5.09, -4.03)
H (6.74, -4.68, -3.12)
H (6.37, -3.79, -4.59)
H (6.46, -2.25, -1.87)
C (-2.11, -3.51, 3.55)
C (-1.79, -2.06, 3.52)
C (-1.79, -1.47, 2.05)
O (-2.77, -1.34, 4.30)
H (-3.15, -3.72, 3.30)
H (-1.92, -3.90, 4.56)
H (-1.67, -4.13, 2.77)
H (-0.86, -1.85, 4.02)
H (-1.20, -2.16, 1.41)
H (-1.23, -0.57, 2.07)
H (-2.79, -1.48, 1.57)
H (-2.29, -0.73, 4.89)
C (-0.19, -2.59, -4.77)
C (-1.09, -3.87, -4.54)
C (-0.46, -4.78, -3.47)
O (-2.41, -3.52, -4.25)
H (0.76, -2.92, -5.11)
H (-0.19, -1.91, -3.87)
H (-0.71, -2.08, -5.61)
H (-1.07, -4.40, -5.46)
H (-1.05, -5.68, -3.35)
H (-0.44, -4.29, -2.48)
H (0.53, -4.96, -3.92)
H (-2.44, -3.09, -3.33)
C (-4.72, -2.59, -1.22)
C (-3.49, -3.22, -0.70)
C (-3.62, -4.80, -0.59)
O (-2.36, -2.84, -1.48)
H (-5.56, -2.90, -0.69)
H (-4.86, -2.99, -2.23)
H (-4.62, -1.50, -1.30)
H (-3.32, -2.89, 0.34)
H (-4.60, -5.13, -0.07)
H (-2.86, -5.19, 0.12)
H (-3.56, -5.37, -1.49)
H (-1.63, -3.21, -0.94)
C (2.38, 1.12, -4.85)
C (1.13, 1.89, -5.17)
C (0.50, 1.38, -6.50)
O (0.27, 1.72, -4.07)
H (2.14, 0.09, -4.57)
H (2.98, 1.51, -3.97)
H (3.02, 1.05, -5.70)
H (1.32, 2.96, -5.29)
H (0.31, 0.32, -6.45)
H (1.23, 1.46, -7.29)
H (-0.44, 1.96, -6.69)
H (-0.59, 2.10, -4.26)
C (2.45, -4.03, 1.06)
C (1.43, -4.43, -0.05)
C (1.02, -5.84, 0.17)
O (0.29, -3.62, 0.12)
H (2.75, -2.99, 1.02)
H (3.27, -4.71, 1.08)
H (1.81, -4.16, 1.95)
H (1.81, -4.24, -1.07)
H (0.10, -6.00, -0.43)
H (0.67, -5.97, 1.20)
H (1.68, -6.64, -0.14)
H (0.56, -2.69, 0.28)
C (-0.02, 4.56, -2.82)
C (-0.56, 4.47, -1.39)
C (0.24, 5.20, -0.32)
O (-1.97, 5.04, -1.46)
H (-0.11, 5.62, -3.04)
H (-0.70, 4.07, -3.50)
H (0.99, 4.17, -2.81)
H (-0.65, 3.40, -1.17)
H (-0.25, 5.00, 0.65)
H (0.30, 6.27, -0.60)
H (1.29, 4.94, -0.23)
H (-2.09, 5.40, -0.57)
C (-4.64, 0.53, 0.48)
C (-5.38, 0.32, 1.78)
C (-6.04, -1.03, 1.96)
O (-4.49, 0.54, 2.86)
H (-5.26, 0.33, -0.40)
H (-3.87, -0.22, 0.45)
H (-4.23, 1.51, 0.36)
H (-6.10, 1.13, 1.87)
H (-6.39, -1.13, 2.95)
H (-5.30, -1.85, 1.71)
H (-6.84, -1.25, 1.21)
H (-4.05, -0.30, 3.15)
C (-3.16, 4.07, 1.38)
C (-2.75, 3.58, 2.76)
C (-3.80, 3.93, 3.81)
O (-2.49, 2.18, 2.67)
H (-2.90, 3.40, 0.54)
H (-2.81, 5.03, 1.09)
H (-4.24, 4.08, 1.40)
H (-1.79, 3.97, 3.05)
H (-3.28, 3.64, 4.76)
H (-4.71, 3.31, 3.84)
H (-4.05, 4.99, 3.89)
H (-3.33, 1.65, 2.68)
C (1.12, -1.05, -1.64)
C (1.23, -0.16, -0.41)
C (0.16, 1.00, -0.33)
O (1.08, -1.03, 0.67)
H (1.01, -0.53, -2.55)
H (0.20, -1.69, -1.55)
H (1.93, -1.75, -1.71)
H (2.23, 0.30, -0.46)
H (0.43, 1.58, 0.51)
H (-0.82, 0.57, -0.27)
H (0.25, 1.56, -1.31)
H (1.10, -0.54, 1.50)
C (-2.32, 1.17, 6.37)
C (-1.00, 1.82, 5.92)
C (0.08, 1.45, 6.94)
O (-0.61, 1.28, 4.68)
H (-2.19, 0.19, 6.83)
H (-2.97, 1.21, 5.47)
H (-2.86, 1.69, 7.19)
H (-1.13, 2.93, 5.87)
H (0.30, 0.38, 6.96)
H (-0.17, 1.90, 7.92)
H (1.00, 1.95, 6.70)
H (-1.28, 1.43, 3.98)

**HOMO energy**: -0.34144 hartree
**Calculated total energy**: -2915.0455 Ha

(6)
Entry from the OMol25 dataset: an isolated ion of composition C4H11NP and charge +1 (ωB97M-V/def2-TZVPD).

Cartesian coordinates (Å):
C (-0.07, 0.85, -0.90)
C (0.86, 0.71, 0.25)
C (-1.66, 0.27, 0.89)
C (-0.46, -1.56, -0.32)
N (-0.54, -0.19, -0.02)
P (2.46, -0.26, 0.25)
H (-0.55, 1.83, -1.10)
H (0.21, 0.55, -1.80)
H (0.85, 1.41, 1.04)
H (-2.43, -0.37, 0.51)
H (-1.52, 0.12, 2.04)
H (-2.14, 1.28, 0.70)
H (0.19, -1.83, -1.05)
H (-0.06, -2.02, 0.59)
H (-1.37, -1.84, -0.78)
H (3.23, 0.82, 0.71)
H (3.00, 0.22, -0.99)

**HOMO energy (alpha / beta)**: -0.33562 / -0.54036 hartree
**Multiplicity**: 3
**Charge**: +1
**Calculated total energy**: -554.5292 Ha
**⟨S²⟩**: 2.007

ΔE to the lowest compared entry with this formula, charge and spin readings, ordered: 3.070 3.907 1.941 14.561 3.905 3.981 eV
Molecular weight readings, ordered: 172.252 162.135 97.161 112.136 901.440 104.113 g mol⁻¹